{"formula": "C15H24N4O2S", "method": "wB97M-V/def2-TZVPD", "species": ["C", "C", "H", "H", "C", "C", "N", "N", "C", "N", "C", "O", "C", "H", "H", "C", "C", "O", "N", "C", "H", "C", "C", "H", "H", "C", "H", "C", "H", "H", "C", "H", "H", "H", "H", "H", "H", "H", "H", "H", "S", "H", "H", "H", "H", "H"], "positions_angstrom": [[1.713, -7.654, 0.575], [1.705, -6.096, 0.222], [2.683, -5.746, 0.370], [1.370, -5.991, -0.788], [0.819, -5.489, 1.051], [1.069, -4.022, 0.956], [1.917, -3.481, 0.055], [1.504, -2.150, 0.035], [0.733, -1.680, 0.941], [0.567, -0.251, 1.019], [-0.371, 0.200, 2.186], [-1.050, -0.623, 2.826], [-0.526, 1.660, 1.743], [-1.040, 2.054, 2.925], [0.395, 2.125, 1.916], [-1.105, 2.151, 0.729], [-0.243, 2.312, -0.665], [0.931, 1.917, -0.491], [-1.002, 2.891, -1.602], [-2.140, 3.306, -1.674], [-2.627, 3.091, -2.811], [-2.213, 4.722, -1.188], [-1.754, 5.753, -2.275], [-2.230, 5.697, -3.183], [-2.095, 6.689, -1.910], [-0.354, 5.481, -2.787], [0.353, 5.264, -2.051], [-0.288, 4.203, -3.515], [-0.925, 4.035, -4.282], [0.762, 4.269, -4.303], [-0.129, 2.873, -2.752], [0.890, 2.683, -2.531], [-0.263, 2.037, -3.443], [0.105, 6.198, -3.456], [-1.788, 4.869, -0.458], [-3.447, 5.098, -1.017], [-3.064, 2.656, -1.188], [-1.821, 1.568, 0.576], [-1.692, 3.154, 0.958], [1.080, 0.333, 0.607], [0.207, -2.696, 1.906], [1.455, -5.656, 2.465], [-0.085, -5.827, 1.208], [0.704, -8.139, 0.383], [2.186, -8.396, -0.077], [1.984, -7.822, 1.460]], "fmax_ev_per_a": 19.4, "orbital_gap_ev": 8.63, "de_lowest_kj_mol": 1795.2, "e_tot_ev": -36818.948, "multiplicity": 1}

=====

{"formula": "C11H15N", "method": "wB97M-V/def2-TZVPD", "species": ["C", "C", "C", "N", "C", "C", "C", "C", "C", "C", "H", "H", "H", "H", "H", "H", "H", "H", "H", "C", "C", "H", "H", "H", "H", "H", "H"], "positions_angstrom": [[2.796, 2.765, -0.862], [1.445, 2.874, -0.213], [0.828, 4.009, 0.201], [-0.398, 3.798, 0.752], [-0.704, 2.387, 0.583], [-1.842, 1.610, 0.768], [-1.793, 0.226, 0.825], [-0.645, -0.417, 0.314], [0.448, 0.294, -0.268], [0.479, 1.726, 0.044], [2.803, 3.542, -1.650], [2.805, 1.819, -1.481], [3.534, 2.449, -0.123], [1.197, 4.983, 0.002], [-1.178, 4.471, 0.865], [-2.885, 2.091, 0.815], [-2.506, -0.449, 1.179], [-0.741, -1.524, 0.356], [1.305, -0.262, -0.686], [-0.335, -3.809, -0.318], [-0.906, -5.236, -0.034], [0.673, -3.828, -0.809], [-0.804, -3.266, -1.179], [-0.422, -3.394, 0.725], [-1.680, -5.274, 0.700], [-0.126, -5.929, 0.425], [-1.349, -5.658, -0.933]], "fmax_ev_per_a": 3.5, "orbital_gap_ev": 8.67, "de_lowest_kj_mol": 233.1, "e_tot_ev": -13138.376, "multiplicity": 1}

=====

{"formula": "C21H27N3O2S", "method": "wB97M-V/def2-TZVPD", "species": ["C", "O", "C", "C", "N", "C", "S", "N", "C", "C", "C", "C", "C", "N", "C", "C", "C", "C", "C", "C", "C", "C", "C", "C", "C", "C", "O", "H", "H", "H", "H", "H", "H", "H", "H", "H", "H", "H", "H", "H", "H", "H", "H", "H", "H", "H", "H", "H", "H", "H", "H", "H", "H", "H"], "positions_angstrom": [[0.648, 5.639, -4.407], [1.750, 5.402, -3.562], [1.819, 4.095, -3.054], [0.777, 3.806, -1.956], [0.998, 2.528, -1.324], [0.573, 1.366, -1.889], [-0.400, 1.397, -3.235], [0.933, 0.209, -1.286], [1.662, 0.167, -0.035], [0.878, 0.738, 1.162], [-0.344, -0.059, 1.478], [-1.626, 0.178, 1.058], [-2.170, 1.228, 0.158], [-2.458, -0.774, 1.593], [-1.730, -1.646, 2.350], [-2.115, -2.768, 3.069], [-1.132, -3.470, 3.731], [0.215, -3.080, 3.693], [1.231, -3.902, 4.432], [0.589, -1.960, 2.981], [-0.381, -1.227, 2.299], [0.711, -1.062, -1.958], [-0.180, -2.003, -1.219], [0.101, -3.066, -0.410], [-1.144, -3.637, -0.056], [-2.086, -2.878, -0.676], [-1.514, -1.891, -1.380], [0.820, 6.612, -4.864], [-0.295, 5.664, -3.852], [0.579, 4.874, -5.188], [1.699, 3.356, -3.859], [2.826, 4.001, -2.633], [-0.224, 3.789, -2.391], [0.829, 4.585, -1.191], [1.817, 2.482, -0.735], [2.624, 0.691, -0.134], [1.874, -0.884, 0.170], [1.546, 0.725, 2.026], [0.593, 1.772, 0.965], [-2.180, 0.878, -0.875], [-1.558, 2.126, 0.199], [-3.190, 1.484, 0.440], [-3.447, -0.829, 1.423], [-3.148, -3.083, 3.103], [-1.398, -4.352, 4.297], [0.972, -3.970, 5.488], [2.223, -3.465, 4.346], [1.264, -4.916, 4.033], [1.626, -1.654, 2.950], [1.681, -1.546, -2.118], [0.254, -0.832, -2.925], [1.069, -3.407, -0.105], [-1.306, -4.486, 0.575], [-3.155, -2.942, -0.700]], "fmax_ev_per_a": 1.0, "orbital_gap_ev": 8.23, "de_lowest_kj_mol": 205.3, "e_tot_ev": -41615.711, "multiplicity": 1}

=====

{"formula": "C38H69BF5N2O14P2S", "method": "wB97M-V/def2-TZVPD", "species": ["C", "C", "C", "O", "C", "C", "P", "P", "O", "O", "O", "C", "S", "B", "C", "O", "C", "C", "F", "F", "C", "C", "C", "C", "C", "C", "F", "F", "F", "C", "N", "C", "C", "C", "O", "C", "C", "N", "C", "H", "H", "H", "H", "H", "H", "H", "H", "H", "H", "H", "H", "H", "H", "H", "H", "H", "H", "H", "H", "H", "H", "H", "H", "H", "H", "H", "H", "H", "H", "H", "H", "H", "H", "H", "H", "H", "O", "C", "O", "C", "C", "C", "H", "H", "H", "H", "H", "H", "H", "H", "O", "C", "O", "C", "C", "C", "H", "H", "H", "H", "H", "H", "H", "H", "O", "C", "O", "C", "C", "C", "H", "H", "H", "H", "H", "H", "H", "H", "O", "C", "O", "C", "C", "C", "H", "H", "H", "H", "H", "H", "H", "H"], "positions_angstrom": [[-3.721, -5.153, 1.376], [-4.225, -3.744, 0.860], [-3.530, -3.301, -0.510], [-2.625, -2.232, -0.179], [-1.662, -1.984, -1.192], [-0.280, -2.744, -0.983], [0.259, -3.320, 0.717], [-0.096, -1.883, 2.292], [0.742, -0.647, 2.172], [0.406, -2.637, 3.722], [-1.696, -1.491, 2.572], [0.686, -1.728, -1.828], [2.237, -1.701, -0.817], [1.148, -2.429, -3.246], [2.461, -1.998, -4.077], [0.375, -3.478, -3.853], [-0.128, -0.342, -2.046], [0.572, 1.003, -1.641], [0.945, 1.083, -0.309], [-0.196, 2.142, -1.993], [1.920, 1.225, -2.440], [3.188, 1.436, -1.702], [4.467, 1.700, -2.402], [4.540, 1.776, -3.864], [3.270, 1.536, -4.596], [3.374, 1.591, -6.155], [4.338, 2.485, -6.582], [3.834, 0.330, -6.556], [2.178, 1.841, -6.773], [1.996, 1.285, -3.902], [-1.593, -0.586, -1.801], [-2.454, 0.380, -1.057], [-1.998, 0.786, 0.408], [-1.803, 2.342, 0.621], [-2.198, 2.624, 1.983], [-3.597, 2.942, 2.046], [-2.124, -0.620, -3.228], [-3.572, -0.864, -3.319], [-3.905, -1.573, -4.578], [-2.666, -5.029, 1.749], [-4.337, -5.468, 2.268], [-3.777, -5.927, 0.568], [-3.989, -2.954, 1.627], [-5.347, -3.749, 0.747], [-4.367, -2.996, -1.200], [-3.025, -4.195, -0.986], [-2.105, -2.577, -2.057], [-0.476, -3.733, -1.502], [-0.630, -4.416, 1.020], [1.270, -3.044, 3.504], [-2.047, -2.239, 3.114], [3.023, -2.668, -1.427], [2.123, -1.367, -4.944], [3.268, -1.532, -3.460], [2.886, -2.945, -4.535], [-0.354, -3.111, -4.383], [0.009, -0.265, -3.170], [3.258, 1.441, -0.587], [5.395, 1.870, -1.794], [5.510, 1.997, -4.361], [1.060, 1.139, -4.508], [-3.524, 0.044, -0.945], [-2.525, 1.339, -1.654], [-1.107, 0.162, 0.679], [-2.804, 0.485, 1.141], [-2.432, 2.949, -0.088], [-0.747, 2.698, 0.535], [-4.198, 2.157, 1.494], [-3.931, 2.985, 3.119], [-3.734, 3.948, 1.547], [-1.961, 0.384, -3.726], [-1.648, -1.464, -3.824], [-3.942, -1.388, -2.525], [-3.410, -2.593, -4.567], [-3.545, -1.018, -5.485], [-5.013, -1.738, -4.671], [4.422, 3.580, 0.129], [3.863, 4.648, 0.209], [3.797, 5.279, 1.389], [3.310, 6.617, 1.561], [1.800, 6.638, 1.680], [3.164, 5.244, -0.983], [3.681, 7.273, 0.771], [3.750, 6.980, 2.492], [1.318, 6.263, 0.778], [1.443, 7.654, 1.864], [1.475, 5.996, 2.503], [2.180, 4.786, -1.085], [3.756, 5.029, -1.874], [3.056, 6.325, -0.939], [-2.873, -3.959, 5.595], [-2.146, -3.576, 6.483], [-2.443, -3.861, 7.760], [-1.568, -3.609, 8.866], [-1.697, -2.181, 9.354], [-0.954, -2.712, 6.175], [-0.539, -3.878, 8.620], [-1.881, -4.289, 9.660], [-1.412, -1.464, 8.582], [-1.066, -2.014, 10.229], [-2.733, -1.962, 9.621], [-1.286, -1.680, 6.055], [-0.513, -3.063, 5.238], [-0.166, -2.756, 6.924], [0.377, 6.756, -0.696], [-0.720, 7.259, -0.722], [-1.806, 6.485, -0.893], [-3.156, 6.953, -0.767], [-3.639, 7.588, -2.054], [-0.886, 8.753, -0.649], [-3.261, 7.615, 0.095], [-3.762, 6.071, -0.552], [-3.047, 8.465, -2.318], [-4.684, 7.892, -1.964], [-3.549, 6.883, -2.883], [-0.715, 9.178, -1.639], [-0.146, 9.149, 0.047], [-1.858, 9.073, -0.280], [1.790, -6.516, -1.044], [2.899, -6.622, -0.581], [3.057, -6.785, 0.743], [4.308, -7.093, 1.374], [5.120, -5.839, 1.623], [4.118, -6.491, -1.456], [4.858, -7.845, 0.805], [4.058, -7.555, 2.330], [5.377, -5.332, 0.692], [6.045, -6.079, 2.151], [4.548, -5.128, 2.223], [4.331, -5.432, -1.612], [3.905, -6.961, -2.416], [5.002, -6.985, -1.061]], "fmax_ev_per_a": 5.0, "orbital_gap_ev": 8.68, "e_tot_ev": -115838.328, "multiplicity": 1, "charge": 1}